53
Properties=species:S:1:pos:R:3:mulliken_spin:R:1 method="wB97M-V/def2-TZVPD" max_force_ha_per_bohr=0.00297 lumo_ev="-4.036 / -4.208" orbital_gap_ev="7.87 / 7.78" relative_energy_ev=0.329 s_squared=6.011 homo_ev="-11.910 / -11.984" charge=+1 multiplicity=5 total_energy_ev=-76241.6803
Fe -0.229 -0.173 -0.109 3.781
O -1.141 -0.996 3.791 0.014
O 3.890 -1.644 6.360 0.001
O 4.576 -3.397 5.209 0.000
O -2.735 1.261 2.769 0.013
N -1.117 -0.020 1.676 0.073
N -2.319 0.350 -0.631 0.025
N 1.854 0.299 0.641 0.032
N 0.146 -2.141 0.690 0.018
N 0.545 1.458 -1.376 0.006
C 2.432 -0.310 1.794 0.009
C -2.972 0.355 -1.798 -0.004
C -4.771 1.619 -0.882 0.002
C 3.469 -1.568 4.031 0.002
C 0.435 3.107 -3.103 -0.001
C 3.787 -2.027 2.755 -0.002
C 3.990 -2.187 5.301 0.000
C 3.264 -1.410 1.633 -0.006
C 1.590 3.703 -2.640 0.005
C -2.895 0.948 0.425 -0.001
C 2.636 -0.465 4.172 -0.002
C 2.223 3.156 -1.531 0.000
C 0.725 -3.207 0.136 0.009
C 1.678 2.035 -0.939 0.011
C -0.830 -0.967 2.626 -0.013
C -0.057 1.993 -2.435 -0.007
C -2.230 0.778 1.789 0.034
C 2.115 0.170 3.056 -0.008
C -4.110 1.605 0.334 0.002
C -0.085 -2.149 2.015 -0.016
C -4.199 0.968 -1.966 -0.002
C 0.868 -4.321 2.238 0.003
C 2.320 1.396 0.222 0.027
C 0.267 -3.215 2.821 0.003
C 1.097 -4.319 0.871 -0.004
H 3.177 1.883 0.688 0.001
H 4.547 -3.742 4.310 0.000
H 4.462 -2.861 2.602 0.000
H 0.045 -3.156 3.877 0.000
H -0.094 3.492 -3.963 0.000
H 1.549 -5.166 0.374 -0.001
H 3.499 -1.771 0.640 -0.002
H -4.514 2.063 1.226 0.000
H 1.145 -5.176 2.840 0.000
H 3.128 3.591 -1.128 0.000
H -4.693 0.931 -2.927 -0.001
H 1.997 4.578 -3.128 0.000
H -2.499 -0.170 -2.620 0.002
H -0.975 1.522 -2.755 -0.001
H -5.728 2.113 -0.982 0.000
H 0.895 -3.167 -0.933 0.001
H 2.400 -0.117 5.168 0.000
H 1.440 1.011 3.157 -0.002